[1]
Here is a molecular structure, C40H46IMnN6O8S3 in a non-equilibrium geometry from the OMol25 dataset. Energies are from ωB97M-V/def2-TZVPD.

* 2S+1: 6
* net charge: +1
* <S²>: 8.756
* Kohn-Sham gap (alpha / beta): 6.12 / 6.58 eV
* E_HOMO (alpha / beta): -8.85 / -9.31 eV

Atoms and positions in Å:
Mn: -0.0297 0.3460 0.1513
O: -0.4498 1.2768 -1.7827
S: -0.4256 2.1169 -3.0167
C: -0.8231 0.9689 -4.4222
C: -2.1626 0.2470 -4.3740
C: -2.3282 -0.7194 -3.2010
C: -1.3543 -1.8831 -3.2041
S: -1.2867 -2.6270 -1.5106
O: -1.2542 -1.4460 -0.6120
C: -3.0364 -3.1407 -1.4667
C: -3.8900 -2.4461 -0.6321
C: -5.2366 -2.7608 -0.6057
C: -5.7175 -3.7876 -1.4020
C: -4.8489 -4.5088 -2.2068
C: -3.4997 -4.1918 -2.2421
C: -1.9872 3.0453 -2.9795
C: -2.6046 3.1856 -1.7516
C: -3.7983 3.8769 -1.6483
C: -4.3533 4.4547 -2.7766
C: -3.7037 4.3546 -3.9978
C: -2.5145 3.6526 -4.1097
H: 0.0137 0.2723 -4.4378
H: -0.7580 1.5900 -5.3126
H: -2.2764 -0.3058 -5.3099
H: -2.9722 0.9795 -4.3248
H: -3.3492 -1.1080 -3.2116
H: -2.1977 -0.1674 -2.2674
H: -0.3291 -1.5640 -3.3899
H: -1.6176 -2.6691 -3.9079
H: -3.4944 -1.6476 -0.0220
H: -5.8998 -2.1936 0.0266
H: -6.7706 -4.0244 -1.3972
H: -5.2268 -5.3148 -2.8173
H: -2.8264 -4.7506 -2.8742
H: -2.1367 2.7607 -0.8786
H: -4.2799 3.9609 -0.6878
H: -5.2912 4.9848 -2.7042
H: -4.1289 4.8240 -4.8704
H: -2.0154 3.5865 -5.0651
I: -2.6055 0.7509 1.2812
C: -1.5654 1.6365 2.9603
C: -2.2676 2.4759 3.7713
C: -1.6225 3.0292 4.8856
C: -0.3267 2.6975 5.1577
C: 0.3989 1.8285 4.3164
C: 1.7346 1.4799 4.6025
C: 2.4212 0.6449 3.7692
C: 1.8245 0.1677 2.5904
C: 0.5328 0.4965 2.2233
C: -0.2136 1.2957 3.1425
H: -3.2972 2.7115 3.5579
H: -2.1667 3.7089 5.5201
H: 0.1734 3.1018 6.0253
H: 2.2022 1.8945 5.4840
H: 3.4374 0.3586 3.9946
H: 2.4320 -0.4733 1.9621
O: 2.1834 0.5241 -0.5394
C: 2.3580 -0.7182 -0.4461
O: 1.4203 -1.4923 -0.1335
C: 3.7191 -1.2965 -0.6263
C: 3.8557 -2.6638 -0.8235
C: 5.1355 -3.2245 -0.8768
C: 6.2668 -2.4335 -0.7351
C: 6.1096 -1.0677 -0.5505
C: 4.8382 -0.4867 -0.5006
N: 7.2605 -0.2364 -0.3826
O: 7.0674 0.9681 -0.2780
O: 8.3555 -0.7690 -0.3502
N: 5.2642 -4.6374 -1.0369
O: 6.3808 -5.1061 -1.1700
O: 4.2309 -5.2994 -1.0168
H: 2.9872 -3.2954 -0.9240
H: 7.2533 -2.8753 -0.7546
H: 4.7360 0.5733 -0.3302
C: 3.7455 3.8121 -0.8314
N: 2.4571 3.3926 -0.3254
C: 1.4119 4.1066 0.0678
S: 0.0341 3.2913 0.6181
N: 1.3012 5.4426 0.0641
C: 2.2569 6.4981 -0.1909
H: 4.4211 2.9611 -0.7846
H: 4.1663 4.6117 -0.2256
H: 3.6807 4.1368 -1.8725
H: 2.3053 2.3855 -0.3283
H: 0.4283 5.7457 0.4726
H: 2.8733 6.2728 -1.0558
H: 2.8980 6.6839 0.6757
H: 1.6944 7.4078 -0.3997
N: -0.8096 -4.6460 3.7454
C: -1.2275 -3.3508 4.3476
C: -1.7975 -2.4682 3.2165
N: -0.8872 -2.3074 2.1262
C: -0.3541 -3.5336 1.6091
C: 0.2414 -4.4342 2.7077
H: -1.6322 -5.0624 3.2845
H: -0.4820 -5.2971 4.4678
H: -0.3540 -2.8811 4.7990
H: -1.9780 -3.5308 5.1167
H: -2.0580 -1.4899 3.6215
H: -2.7167 -2.9347 2.8399
H: -0.1808 -1.5851 2.2579
H: 0.4164 -3.2864 0.8776
H: -1.1545 -4.0834 1.0973
H: 1.1023 -3.9560 3.1780
H: 0.5453 -5.3975 2.2971

Forces on the atoms, in the same order (eV/Å):
Mn 0.7 -0.1 -0.4
O 0.0 -0.5 0.1
S -0.6 -0.1 -0.6
C -0.1 0.4 0.4
C 0.0 -0.1 0.2
C -0.2 0.1 0.1
C 0.0 0.0 0.5
S -0.7 0.0 -1.0
O 0.0 0.4 0.3
C 0.4 -0.1 0.1
C 0.2 0.2 0.1
C 0.0 -0.1 -0.1
C -0.1 0.0 0.1
C 0.0 0.0 -0.1
C 0.0 0.0 0.0
C 0.3 -0.1 0.0
C 0.2 -0.3 0.2
C 0.0 0.0 -0.2
C -0.1 0.0 0.1
C 0.0 0.0 -0.1
C 0.0 0.0 0.0
H 0.2 0.1 0.0
H 0.1 0.1 -0.1
H 0.0 0.1 -0.1
H 0.1 -0.1 -0.1
H 0.0 0.0 0.0
H -0.1 -0.1 -0.1
H 0.1 -0.1 0.0
H 0.0 -0.1 -0.1
H 0.1 0.0 0.0
H -0.1 0.0 0.1
H -0.1 -0.1 0.0
H 0.0 -0.1 -0.1
H 0.1 -0.1 -0.1
H 0.0 -0.1 0.0
H -0.1 0.0 0.1
H -0.1 0.1 0.0
H 0.0 0.0 -0.1
H 0.0 0.0 -0.1
I -0.2 0.6 0.9
C -0.6 -0.2 -0.6
C -0.1 -0.2 -0.3
C 0.2 0.1 0.2
C -0.1 0.1 0.1
C -0.3 0.0 -0.2
C 0.3 -0.1 0.0
C 0.1 0.1 0.3
C -0.5 0.1 0.1
C 0.1 -0.4 0.1
C 0.6 -0.3 0.3
H -0.1 0.0 0.0
H -0.1 0.1 0.1
H 0.0 0.1 0.1
H 0.0 0.0 0.1
H 0.2 0.0 0.1
H 0.0 0.0 -0.1
O 0.3 -0.1 -0.3
C -0.7 0.4 0.2
O 0.2 -0.2 -0.3
C 0.4 -0.1 0.0
C 0.6 -0.2 0.0
C -0.6 2.0 0.2
C 0.2 -0.1 0.0
C -1.8 -0.8 -0.2
C 0.5 -0.3 0.0
N 1.2 1.1 0.2
O 0.1 -0.5 0.0
O -0.4 0.1 0.0
N 0.0 -1.7 -0.2
O -0.4 0.2 0.0
O 0.5 0.3 0.0
H 0.0 0.0 0.1
H 0.0 0.0 0.0
H -0.1 0.0 0.0
C 0.0 0.3 -0.1
N 0.4 -0.2 -0.1
C -0.7 -0.2 0.1
S -0.4 -0.2 0.2
N 0.1 0.4 0.0
C 0.3 0.0 0.0
H 0.0 0.0 0.0
H 0.1 0.0 0.0
H 0.1 0.0 0.0
H -0.1 0.2 0.1
H 0.1 -0.2 -0.1
H 0.0 0.1 0.0
H 0.0 0.0 -0.1
H 0.1 -0.1 0.0
N 0.0 -0.5 0.2
C -0.6 0.9 0.0
C 0.3 -0.1 0.2
N 0.2 -0.1 0.1
C 0.2 0.1 0.3
C 0.3 0.2 -1.0
H 0.3 0.0 0.2
H -0.2 0.1 -0.2
H 0.1 -0.1 -0.1
H 0.1 -0.2 0.0
H 0.0 0.0 0.0
H -0.1 0.0 0.1
H -0.1 0.1 -0.1
H 0.0 -0.1 0.0
H 0.0 -0.2 -0.1
H -0.1 0.0 0.1
H -0.1 -0.1 0.2


[2]
Here is a molecular structure, C6H5N2O6Y in a non-equilibrium geometry from the OMol25 dataset. Energies are from ωB97M-V/def2-TZVPD.

* net charge: +2
* Kohn-Sham gap: 6.87 eV
* E_HOMO: -15.80 eV

Atoms and positions in Å:
O: 2.8983 0.5330 -3.1095
C: 2.0372 0.8145 -2.4045
Y: 0.0723 0.9857 -0.5507
O: 1.6481 -2.3307 -0.4336
C: 1.2287 -1.2643 -0.5582
C: 0.3027 2.8697 -1.7504
O: -0.5965 3.0417 -0.9001
C: -1.0609 0.0621 -2.5345
O: -1.6501 -0.2811 -3.4637
C: 2.1003 1.6518 0.6881
O: 3.0033 2.0487 1.2870
H: 0.7107 3.5151 -2.5358
N: -1.9815 -2.1177 1.3126
C: -1.2563 -1.0780 1.7509
N: -0.7047 -1.1454 2.9778
O: -1.0624 -0.0606 0.9949
H: -2.1900 -2.9033 1.9177
H: -2.4374 -2.0593 0.4127
H: -0.1759 -0.3488 3.3045
H: -0.8857 -1.9331 3.5947

Forces on the atoms, in the same order (eV/Å):
O -2.7 1.3 2.0
C 2.9 -1.9 -1.8
Y 0.0 0.5 -0.3
O -1.5 4.2 -0.6
C 1.9 -5.4 0.9
C 0.2 -1.0 0.1
O 0.0 1.4 -0.6
C -3.0 -1.8 -4.8
O 2.5 1.4 3.8
C 4.9 2.1 3.2
O -3.9 -1.7 -2.6
H -0.9 1.2 0.4
N 0.3 0.4 0.1
C -0.2 -0.5 0.6
N -0.3 0.1 -0.9
O 0.1 -0.5 0.4
H 0.0 0.2 -0.2
H 0.0 0.0 0.3
H -0.2 -0.2 0.2
H 0.2 0.4 -0.1


[3]
Here is 7 unconnected molecules or ions with the total composition C3H19NO9 in a non-equilibrium geometry from the OMol25 dataset. Energies are from ωB97M-V/def2-TZVPD.

* SMILES string: N[C@@H](CO)C(=O)O.O.O.O.O.O.O
* net charge: 0
* Kohn-Sham gap: 10.25 eV
* E_HOMO: -10.08 eV

Atoms and positions in Å:
O: -1.3596 -1.3190 -2.5752
C: -1.2720 -1.1796 -1.4422
O: -1.0143 -2.0969 -0.4391
C: -1.4060 0.1520 -0.7888
C: -2.7347 0.8217 -0.4612
O: -2.4242 1.7469 0.4084
N: -0.4165 0.9686 -1.6003
H: -0.8432 -2.9512 -0.7866
H: -0.9401 0.0187 0.1384
H: -3.5681 0.0578 -0.1397
H: -3.1551 1.2919 -1.4146
H: -2.9622 2.0781 1.1433
H: -0.7800 1.0412 -2.5295
H: -0.2035 1.7698 -1.0831
H: -1.0693 -0.6264 2.4127
H: -2.4317 -0.1017 2.8453
O: -1.5481 0.0537 2.9268
H: 1.4167 -1.5989 -0.4585
H: 1.3850 -3.2050 -1.0757
O: 1.3155 -2.5680 -0.4838
H: 2.2823 -0.8494 -2.5262
H: 1.8643 0.5320 -2.1859
O: 2.4471 -0.1885 -1.9426
H: 1.3344 2.3035 1.7856
H: 2.1342 2.7872 0.4340
O: 1.9475 2.9545 1.3105
H: 3.1516 1.6808 1.3054
H: 3.1388 0.1922 0.7600
O: 3.6329 0.8742 1.1867
H: 0.4736 -1.6876 0.9006
H: 1.1753 -1.4128 2.4801
O: 0.4291 -1.5396 1.8951

Forces on the atoms, in the same order (eV/Å):
O -0.1 -2.0 -5.2
C -0.9 0.9 5.7
O -1.8 1.7 -0.7
C 1.6 0.8 -1.1
C -3.2 -3.0 -3.4
O 1.5 3.8 3.2
N -1.2 -2.4 0.8
H 0.3 -1.3 -0.6
H 0.6 0.1 1.6
H 1.6 1.1 -0.3
H 0.4 -0.6 0.8
H -0.3 -0.9 -0.8
H -0.1 0.8 -0.4
H 0.0 1.8 0.2
H 0.0 0.2 0.3
H -3.7 -0.8 -0.3
O 3.7 0.7 0.2
H 0.8 -1.1 -2.2
H 1.1 -3.1 -5.0
O 0.0 3.9 6.3
H -0.7 -3.1 -2.8
H -0.4 0.1 0.1
O 1.1 2.8 3.0
H 1.2 1.2 -1.8
H -0.1 -1.0 -2.9
O -1.6 0.2 4.5
H -0.6 0.4 0.2
H -0.7 -0.2 -0.5
O 1.9 -0.7 0.5
H 0.7 -0.3 2.5
H 0.7 -0.1 -0.9
O -1.7 0.1 -1.0


[4]
Here is a molecular structure, C3H2Li2NiO3 in a non-equilibrium geometry from the OMol25 dataset. Energies are from ωB97M-V/def2-TZVPD.

* 2S+1: 4
* net charge: +1
* <S²>: 3.762
* Kohn-Sham gap (alpha / beta): 3.70 / 2.79 eV
* E_HOMO (alpha / beta): -8.09 / -10.12 eV

Atoms and positions in Å:
C: 0.8865 -0.9451 0.7882
C: -0.1183 -0.1165 0.0879
O: 2.0909 -0.5779 0.6262
H: 0.2352 0.1078 -0.9336
H: -0.2192 0.8546 0.6079
Ni: 3.1401 1.0465 0.3162
Li: 2.1222 -1.7902 2.0037
O: -1.4787 -0.7222 0.0462
C: -2.4707 0.0358 0.5433
O: -3.6076 -0.2401 0.1073
Li: -3.9917 1.3931 0.9509

Forces on the atoms, in the same order (eV/Å):
C 0.1 -0.4 0.6
C 0.0 1.1 -0.3
O -0.9 -0.6 0.1
H -0.6 -0.3 0.1
H 0.3 -0.3 -0.1
Ni 0.3 0.7 -0.1
Li 0.2 -0.3 0.1
O 0.1 2.1 1.4
C -0.5 -4.3 -4.1
O 1.8 1.9 2.3
Li -0.7 0.4 0.1


What relative energy (zero: lowest compared OMol25 entry of this formula, charge and spin) values result from the calculations? In sequence: 38.2 0.0 95.5 42.0 kcal per mole.